Record 1
DFT (wB97M-V/def2-TZVPD) results for C52H43N5O2P2Pt as an isolated structure.

For the HOMO energy (spin up / spin down), the calculation gives -6.185 / -7.400 eV. The value obtained for the HOMO-LUMO gap (spin up / spin down) is 6.1496 / 6.6460 eV. Its expectation value of S² is 6.154. The spin multiplicity is 5.

```
105
Properties=species:S:1:pos:R:3:forces:R:3
N 0.64600 1.17400 0.00234 -0.13 0.14 -0.08
O -1.97326 1.50685 0.53930 -0.10 -0.01 -0.09
C 3.84328 -1.02030 6.37449 -0.02 -0.02 0.01
C -1.22596 -2.85333 -2.62041 -0.11 0.00 0.00
C 2.55886 2.91636 0.94238 -0.08 -0.05 -0.02
P -1.14286 -1.85347 1.04377 -0.21 0.12 0.15
C 4.18853 1.07141 5.31236 0.03 -0.04 0.03
H -1.24359 -3.70377 3.35634 -0.01 -0.01 0.00
H 0.69617 5.61013 -1.77532 0.02 0.01 0.01
C -0.10070 5.13557 -2.33216 0.01 0.02 0.01
C 0.02057 -2.26799 -2.27131 -0.03 0.14 -0.11
C 0.78206 4.02820 2.38368 0.16 -0.03 -0.10
H -3.24427 -3.13836 1.04929 0.01 0.02 0.01
N 2.86929 4.49349 3.32088 -0.08 -0.17 -0.04
C -0.61903 4.19716 2.53804 0.01 -0.01 -0.03
C -0.76565 -1.20812 5.59245 0.00 0.01 0.01
C 2.82817 1.36580 5.32023 0.05 -0.01 0.02
H 3.11876 -1.34758 5.62330 0.01 -0.01 0.01
H 0.43685 -0.39151 -8.13032 0.01 -0.01 -0.01
C 4.63776 3.11728 4.13215 0.00 0.00 0.00
H -0.74866 -6.55141 -0.52989 -0.01 -0.01 -0.01
C -1.13128 2.33521 1.07643 0.12 0.00 0.05
H 3.89816 1.79756 -0.30178 0.01 0.01 -0.01
C 1.89632 1.03046 -0.37562 0.05 -0.08 0.05
H 0.89390 1.92410 -7.39297 0.01 0.01 -0.01
H -0.47998 0.85987 5.09188 0.00 0.02 0.00
H 1.61442 -6.73658 0.16480 0.01 -0.02 0.00
H 6.14677 1.73494 4.76855 0.03 -0.01 -0.01
C -0.75243 0.81066 -4.64937 0.05 0.08 0.05
H -1.07385 -3.32414 5.78252 0.00 -0.01 0.01
C -4.54272 -1.20025 -2.43143 0.02 0.00 -0.04
C 1.00532 -3.55938 1.14321 -0.03 0.04 0.02
C -1.23910 3.12760 -3.03799 -0.04 -0.03 0.04
N 0.23468 -1.06646 -1.70905 0.01 -0.11 0.29
C 5.09214 1.97052 4.73420 -0.01 0.00 0.01
C -4.50853 -2.06247 -1.30601 0.01 -0.04 0.03
C 1.12056 -4.23474 -3.21821 0.07 0.01 0.01
H 2.07769 0.19296 -1.04094 -0.01 0.03 -0.03
H -2.75668 5.88779 -4.28884 -0.01 0.01 -0.01
C -1.00642 -0.49326 -5.07209 -0.08 0.00 0.00
H -5.28660 -1.18231 -3.21119 -0.03 0.01 -0.03
H 3.31042 3.61269 1.27850 0.07 0.02 0.09
H 2.03010 -4.77797 -3.44144 0.01 0.00 0.00
C -0.06100 1.67523 -5.49499 0.10 0.00 0.06
C -0.96018 -4.53907 0.16723 -0.03 0.05 -0.03
H -2.95419 3.43688 -4.29831 -0.01 -0.01 -0.02
C -1.53592 3.38551 1.91636 0.01 0.05 -0.01
C -0.64706 -0.14147 4.71585 0.01 0.00 0.03
C 1.06911 -5.81836 0.33715 0.01 0.00 0.01
C -3.46878 -0.34130 -2.31284 0.00 0.05 -0.02
H -0.69165 -1.04456 6.65984 0.00 0.00 0.02
H -2.14534 -2.33251 -2.39858 0.10 -0.10 -0.10
C 0.36240 1.24162 -6.74273 0.01 0.00 -0.01
C 3.26036 3.40082 4.07292 -0.12 0.16 -0.08
C -2.95448 -2.11271 0.81230 0.02 -0.07 0.03
H -2.59639 3.51624 2.08455 -0.02 0.01 0.00
C -1.27774 -4.06661 -3.27510 -0.01 -0.01 0.01
C -0.98221 -2.48950 5.10003 0.00 -0.01 0.03
C 2.37136 2.52189 4.71067 0.04 0.06 -0.06
H 5.32666 3.81371 3.67275 0.01 0.01 -0.02
H 4.45899 -1.86316 6.67677 -0.01 0.01 0.00
C -2.04181 5.28870 -3.74085 0.00 0.02 0.00
C -1.01457 5.90302 -3.03584 0.00 0.02 0.00
H -3.47249 0.87587 -4.09062 0.00 0.01 0.03
C -0.58280 -0.92262 -6.31775 0.03 -0.01 -0.01
H 2.74098 -4.80524 1.22677 0.02 0.00 0.01
C -0.97224 -1.63254 2.84677 -0.02 -0.02 -0.03
H 0.49559 3.15406 -1.77635 0.03 -0.02 0.01
O 4.73190 -0.05560 5.84394 0.00 0.07 -0.03
H 1.50352 -2.71024 1.59838 0.01 0.01 0.01
H -3.41164 -1.46615 1.57058 0.01 -0.02 -0.02
C -1.08570 -2.70128 3.73572 0.01 -0.04 -0.03
C -3.41481 -1.69203 -0.55073 0.02 -0.02 0.04
C -0.11548 -4.77047 -3.57311 -0.03 -0.05 -0.02
H 2.11659 0.70495 5.79303 0.00 -0.03 -0.01
H -0.78710 -1.93870 -6.62797 -0.01 -0.02 -0.02
H -0.94406 4.96332 3.22874 0.00 0.02 0.01
H -1.98736 -4.46546 -0.16495 -0.02 0.01 0.01
H 3.30947 -0.63155 7.24584 0.00 0.00 0.00
C 1.70154 -4.73481 0.93487 0.02 -0.04 -0.03
C -0.74424 -0.35524 3.34806 -0.01 -0.01 -0.02
H -1.54900 -1.17474 -4.43127 -0.01 -0.02 0.02
C 1.23523 3.05657 1.39648 0.02 0.00 0.12
N 1.56905 4.69067 3.22235 0.07 -0.03 0.15
H -0.16992 -5.72623 -4.07760 0.00 -0.02 -0.01
H -5.21820 -2.83587 -1.06111 -0.03 -0.03 0.01
C -3.12739 0.91728 -3.05584 0.01 -0.02 -0.02
C -2.15330 3.90864 -3.74314 -0.01 -0.02 0.00
C -0.21536 3.75283 -2.33208 0.00 -0.01 0.01
C -0.33778 -3.45562 0.77568 0.05 0.07 -0.04
C 0.10462 -0.05637 -7.15678 0.00 0.00 -0.01
H 1.31601 2.75184 4.72624 -0.05 0.01 -0.04
C -0.25680 -5.71607 -0.04948 0.01 -0.02 0.00
H -0.64701 0.47795 2.66744 0.00 0.05 -0.04
C 2.88573 1.91655 0.05525 0.00 0.02 0.05
H 2.14406 -2.57145 -2.33342 0.02 0.01 0.00
C 1.19022 -3.00860 -2.59824 0.09 -0.05 -0.06
N -2.77925 -0.66735 -1.18383 -0.18 0.15 0.09
C 0.27704 2.19074 0.83669 -0.03 0.04 -0.02
H 0.15237 2.68966 -5.18261 -0.02 0.01 0.00
H -3.62593 1.76090 -2.56390 0.03 -0.01 -0.04
Pt -1.00849 0.09988 -0.66633 0.53 -0.20 -0.28
P -1.31696 1.31346 -2.99284 -0.36 0.01 0.05
H -2.24234 -4.47402 -3.55089 -0.03 -0.01 0.00
H -0.93104 6.98153 -3.03390 0.00 0.02 0.00
```
Forces are in eV/Å.

***

Record 2
DFT (wB97M-V/def2-TZVPD) results for C4H16Si4 in the gas phase at a distorted geometry.

For the HOMO energy (spin up / spin down), the calculation gives -7.212 / -8.226 eV. The value obtained for the HOMO-LUMO gap (spin up / spin down) is 5.4153 / 7.5435 eV. The spin multiplicity is 1.

```
24
Properties=species:S:1:pos:R:3:forces:R:3
Si -1.16395 0.88518 -0.19592 -0.13 2.12 -0.99
H 1.26166 -1.91246 -2.77724 0.97 0.34 0.25
H -0.31989 -2.39663 -2.51464 -0.57 -0.29 0.25
H 0.20657 2.08656 1.73260 -0.27 -0.12 -0.45
H 2.48766 1.93212 -0.87937 1.09 -0.64 1.01
C -0.93080 -2.46848 0.45971 1.58 0.32 -0.32
H -2.01445 2.38548 -2.06044 -1.35 0.29 -0.29
Si 0.12383 -0.95909 -0.41364 -0.76 -2.41 -0.80
C -1.49414 1.45575 -2.10025 1.38 -0.42 1.60
H 2.55259 2.28237 1.43146 0.68 -0.67 -0.18
H -0.46975 -3.33026 -0.02388 0.44 -0.24 0.24
Si 2.33312 -0.72551 0.44542 -1.46 -1.09 0.49
H -0.53597 -2.40814 1.49641 -0.78 -0.43 -0.35
H 2.84023 -1.61476 -0.54955 0.96 -0.49 -0.78
H -2.00500 -2.75641 0.36854 0.60 1.29 0.21
H -1.86871 0.62228 -2.71353 -0.29 0.70 0.23
C -0.28206 2.37187 0.78672 -1.84 -0.79 0.86
C 0.35210 -1.57389 -2.32533 -1.05 0.59 1.63
H 2.35611 -1.52172 1.67336 0.24 0.03 0.53
H -0.06176 -0.73265 -2.84752 0.07 0.40 -0.78
Si 3.21258 1.32364 0.42824 -1.30 2.29 -1.01
H -0.81474 3.32004 0.96796 -0.51 -0.66 0.07
H 0.43111 2.68996 0.11003 2.02 0.43 -1.46
H -0.54730 1.81760 -2.52267 0.27 -0.55 0.06
```
Forces are in eV/Å.

***

Q: Number 1 is which compound?
A: C52H43N5O2P2Pt